Record 1
DFT (ωB97M-V with the def2-TZVPD basis set) results for C18H31ClIrNO2P2 as an isolated structure at a distorted geometry.

Highest occupied orbital energy (alpha / beta): -3.85 / -7.47 eV
<S²>: 6.04
Frontier orbital gap (alpha / beta): 4.13 / 5.03 eV
Calculated total energy: -58685.97566 eV
LUMO level (alpha / beta): 0.010 / -0.089 Ha

```
! wB97M-V def2-TZVPD RIJCOSX def2/J DEFGRID3
* xyz 0 5
C 0.6722 -1.2857 -3.9399
C 0.6438 -0.8602 -2.5985
N -0.5057 -0.8596 -1.8779
C -1.6647 -1.2302 -2.4364
C -1.7316 -1.6047 -3.7894
C -0.5413 -1.6660 -4.5142
C 1.8304 -0.2763 -1.9751
P 1.7462 -0.2069 -0.1910
Ir -0.5111 -0.2407 0.2263
P -2.7432 -0.2054 -0.0785
C -2.9629 -1.1353 -1.6416
O 1.8031 2.1138 -2.8215
O -0.5254 2.0998 -2.2193
H 1.6121 -1.2521 -4.4816
H -2.7116 -1.8140 -4.2116
H -0.5543 -2.0221 -5.5509
C 2.5463 -1.6938 0.4666
C 2.7437 1.1965 0.3706
H -3.7372 -0.6318 -2.2424
H -3.3565 -2.1355 -1.3948
H 1.8958 0.9792 -2.2492
H 2.7412 -0.7838 -2.3185
C -3.7967 -1.0158 1.1527
C -3.4671 1.4404 -0.3416
H -0.6826 1.6365 -1.3211
H -0.7243 3.0569 -2.1392
H 0.6793 2.1288 -2.7169
H 2.2453 1.8660 -3.6739
H -0.5333 -1.7208 0.7483
H -0.6825 1.4226 0.1339
H 3.5781 -1.7599 0.0832
H 2.5408 -1.6213 1.5648
H 1.9659 -2.5686 0.1328
H 3.8169 0.9563 0.2984
H 2.5260 2.0819 -0.2481
H 2.4886 1.4183 1.4191
H -4.4884 1.3429 -0.7566
H -3.4991 1.9882 0.6221
H -2.8191 1.9970 -1.0456
H -4.8521 -0.9794 0.8406
H -3.4763 -2.0598 1.2727
H -3.6701 -0.5055 2.1147
Cl 0.7926 2.9694 2.6649
C 1.2367 1.4664 3.3940
C 2.2769 1.4158 4.3025
C 2.6804 0.2056 4.8471
C 2.0382 -0.9586 4.4505
C 0.9717 -0.9177 3.5604
C 0.4928 0.3031 3.0398
C -0.7448 0.3268 2.1547
H 2.7706 2.3374 4.5480
H 3.4964 0.1661 5.5242
H 2.3452 -1.9309 4.8407
H 0.4169 -1.8472 3.2770
H -1.4260 -0.4560 2.5280
H -1.1864 1.3298 2.1968
*
```

Record 2
DFT (ωB97M-V with the def2-TZVPD basis set) results for a 2-piece molecular cluster, C4H11NS2 overall at a distorted geometry.

Highest occupied orbital energy: -9.16 eV
ΔE to the lowest compared entry with this formula, charge and spin: 31.0 kcal/mol
Frontier orbital gap: 9.73 eV
Calculated total energy: -27485.92231 eV
LUMO level: 0.021 Ha

```
! wB97M-V def2-TZVPD RIJCOSX def2/J DEFGRID3
* xyz 0 1
C 1.1334 1.3643 2.6458
C 0.2696 2.1853 2.0508
C 0.0714 2.2074 0.5624
N -1.3604 1.9678 0.2779
H 1.0800 1.2875 3.7255
H 1.8668 0.7711 2.1194
H -0.3104 2.9123 2.6076
H 0.3889 3.1708 0.1512
H 0.6394 1.3930 0.1184
H -1.4808 1.4690 -0.5915
H -1.8390 2.8412 0.1264
C 0.5036 -2.8816 0.0080
S -0.2580 -1.2527 -0.2300
S -0.0808 -0.9628 -2.2582
H 0.1007 -3.5842 -0.7106
H 0.2444 -3.1859 1.0248
H 1.5819 -2.7399 0.0238
H 1.0908 -0.2684 -2.2590
*
```